The following is a quantum chemistry calculation of C2H3NS2 as an isolated structure at a distorted geometry, from the Open Molecules 2025 dataset.

Cartesian coordinates (Å):
C -1.175 -0.834 -0.194
C 0.036 -0.375 0.266
N 1.351 2.302 0.047
S -1.078 -2.534 0.320
S 0.731 -1.799 1.088
H -1.874 -0.579 -0.897
H 1.469 2.117 -0.956
H 0.539 1.702 0.325

Output
highest occupied orbital energy (alpha / beta): -9.204 / -9.464 eV
E_LUMO (alpha / beta): -2.0 / -0.7 eV
ΔE to the lowest compared entry with this formula, charge and spin: 124.8 kcal/mol
spin multiplicity: 1
orbital gap (alpha / beta): 7.194 / 8.727 eV

Charges obtained by Mulliken population analysis, quoted in units of e:
1 C -0.212
2 C -0.209
3 N -0.490
4 S -0.052
5 S -0.077
6 H 0.419
7 H 0.261
8 H 0.360